No. 1
This record from OMol25 describes the ion C5H8N with charge +1 in a non-equilibrium geometry. The level of theory is ωB97M-V/def2-TZVPD.

The geometry in XYZ format:
```
14
Properties=species:S:1:pos:R:3
C 0.77903 -1.83848 2.19588
N 0.52455 -1.07237 1.35795
C 0.34816 -0.23425 0.33609
C 1.41039 0.06966 -0.58439
C -0.91817 0.22265 0.12818
C -1.34363 1.00953 -1.00899
H 0.71438 -2.64985 2.86040
H 2.31842 -0.01899 -0.04809
H 1.01743 1.00891 -1.10992
H 1.31357 -0.78636 -1.31878
H -1.71120 0.02893 0.95851
H -1.46114 1.15910 -2.28886
H -0.70895 1.81576 -0.82492
H -2.28285 1.28577 -0.65306
```

SMILES: C#[N+]/C(C)=C/C
Relative energy (zero: lowest compared OMol25 entry of this formula, charge and spin) in kcal/mol: 106.75
Energy in a.u.: -249.655033
Orbital gap in eV: 8.731
Net charge: +1
LUMO level in Ha: -0.1880
Spin multiplicity: 1
HOMO energy in eV: -13.848

---

No. 2
This record from OMol25 describes a structure of composition C3H4O3Tb in a non-equilibrium geometry. The level of theory is ωB97M-V/def2-TZVPD.

The geometry in XYZ format:
```
11
Properties=species:S:1:pos:R:3
O -1.71754 -1.23984 0.48772
C -1.53843 -0.06138 0.70112
C -0.25963 0.62809 0.96919
H -0.39005 1.69674 0.75009
H 0.29276 0.29334 1.85653
H -1.80629 0.38953 1.80378
Tb -0.50218 -2.27143 -1.44508
O 0.28693 -0.06072 -0.31615
C 1.37725 0.56347 -0.78083
O 1.80041 -0.19838 -1.74233
H 2.45679 0.26060 -2.28403
```

Relative energy (zero: lowest compared OMol25 entry of this formula, charge and spin) in kcal/mol: 96.86
Energy in a.u.: -1165.962667
Orbital gap (alpha / beta) in eV: 6.969 / 6.127
Net charge: +2
LUMO level (alpha / beta) in Ha: -0.3574 / -0.4213
Spin multiplicity: 8
Expectation value of S²: 16.77
HOMO energy (alpha / beta) in eV: -16.694 / -17.592

---

No. 3
This record from OMol25 describes a structure of composition C14H22BNO2V in a non-equilibrium geometry. The level of theory is ωB97M-V/def2-TZVPD.

The geometry in XYZ format:
```
41
Properties=species:S:1:pos:R:3
C 1.00249 1.37772 -1.50439
C 0.83640 1.73620 -0.13142
C -0.56718 1.89160 0.12429
C -1.27597 1.64154 -1.10032
C -0.29747 1.35586 -2.11306
V -0.22510 -0.08022 -0.57582
C 2.47986 -0.64785 1.57707
C 3.42726 -1.26282 0.87460
C 3.85229 -2.19843 0.04310
N -0.90218 -1.18956 -1.65860
H -1.00305 2.23408 1.05405
H 1.62563 1.85322 0.60169
H -2.34593 1.74521 -1.23894
H -0.50106 1.18756 -3.16195
H 1.95166 1.22597 -2.01036
H 2.59991 0.37013 1.96685
H -1.26990 -1.96089 -2.19804
H 1.54785 -1.16526 1.86576
H 4.87507 -2.59900 0.07243
H 3.19326 -2.63197 -0.72885
C -3.21518 -2.11734 3.30520
C -3.46241 -1.62596 1.88555
C -4.47764 -2.54329 1.24006
O -2.24050 -1.75317 1.15740
B -1.75393 -0.45403 1.03219
O -2.48669 0.51249 1.69442
C -3.78985 -0.07436 1.83069
C -4.62929 0.32465 0.60977
C -4.42834 0.52152 3.05888
H -2.53241 -1.45864 3.86311
H -2.77379 -3.12396 3.26741
H -4.16385 -2.18896 3.85141
H -4.09778 -3.57228 1.26271
H -5.41801 -2.51533 1.80413
H -4.68057 -2.26800 0.19962
H -5.65654 -0.04160 0.72724
H -4.66669 1.41860 0.54935
H -4.21871 -0.05571 -0.33803
H -3.85203 0.31724 3.96615
H -4.51028 1.60856 2.93690
H -5.44047 0.11926 3.18344
```

Relative energy (zero: lowest compared OMol25 entry of this formula, charge and spin) in kcal/mol: 0.00
Energy in a.u.: -1720.667109
Orbital gap (alpha / beta) in eV: 4.614 / 6.568
Net charge: -1
LUMO level (alpha / beta) in Ha: 0.1093 / 0.1091
Spin multiplicity: 3
Expectation value of S²: 2.06
HOMO energy (alpha / beta) in eV: -1.641 / -3.600

---

No. 4
This record from OMol25 describes a structure of composition C57H60ClN6O4P2Ti. The level of theory is ωB97M-V/def2-TZVPD.

The geometry in XYZ format:
```
131
Properties=species:S:1:pos:R:3
Ti -0.15459 0.03637 -0.26203
O -2.55127 -0.00652 2.21768
C -3.39469 1.07905 2.31892
C -4.06776 1.40458 3.48983
C -4.88652 2.52026 3.50340
C -5.02553 3.31712 2.36862
C -4.29430 3.02122 1.23729
C -3.46385 1.89285 1.19688
P -2.29015 1.72978 -0.17641
C -3.31328 1.53335 -1.67347
C -4.69567 1.38776 -1.53600
C -5.51357 1.32017 -2.65691
C -4.96294 1.38877 -3.92733
C -3.58505 1.49677 -4.07564
C -2.76600 1.56116 -2.95931
C -1.61591 3.42756 -0.19467
C -1.27360 3.98677 1.03983
C -0.78782 5.28083 1.11316
C -0.64145 6.03440 -0.04638
C -0.98519 5.48836 -1.27237
C -1.47314 4.18850 -1.35002
C -2.85744 -1.24003 2.75787
C -4.11753 -1.61730 3.19725
C -4.27936 -2.87749 3.75556
C -3.20618 -3.75330 3.86745
C -1.97592 -3.38715 3.35279
C -1.79222 -2.13133 2.76959
P -0.23761 -1.68065 1.94792
C 0.81093 -0.99738 3.26201
C 1.35688 -1.74656 4.30451
C 2.06608 -1.11776 5.31798
C 2.20951 0.26337 5.32126
C 1.62548 1.02319 4.31573
C 0.93430 0.39142 3.29389
C 0.37086 -3.34187 1.47127
C 1.61030 -3.86472 1.83140
C 2.01240 -5.11729 1.38280
C 1.17764 -5.86621 0.56890
C -0.06701 -5.36112 0.21147
C -0.46554 -4.11274 0.65941
H -3.95177 0.79802 4.37643
H -5.41703 2.77506 4.41050
H -5.67666 4.17907 2.38360
H -4.34811 3.67945 0.37846
H -5.14983 1.35952 -0.55478
H -6.58413 1.23392 -2.53122
H -5.60279 1.35786 -4.79872
H -3.14687 1.54684 -5.06358
H -1.70117 1.65038 -3.10426
H -1.41445 3.42243 1.95657
H -0.54455 5.71233 2.07486
H -0.27968 7.05192 0.01117
H -0.89705 6.07942 -2.17377
H -1.76633 3.79944 -2.31358
H -4.96079 -0.94740 3.12336
H -5.25664 -3.17143 4.11353
H -3.33560 -4.72097 4.32987
H -1.15542 -4.09191 3.38531
H 1.21206 -2.81738 4.35167
H 2.48655 -1.70671 6.12151
H 2.74811 0.74807 6.12419
H 1.68856 2.10380 4.34655
H 0.44845 0.99643 2.52989
H 2.28063 -3.30729 2.47087
H 2.97396 -5.50974 1.68362
H 1.48546 -6.84532 0.22907
H -0.73581 -5.95203 -0.40000
H -1.45530 -3.75599 0.40376
C 0.14875 -2.74530 -4.21429
N -1.02170 -2.43917 -3.39345
C -2.31467 -2.40667 -4.10294
C -3.29923 -1.93023 -3.03594
N -2.42828 -1.56062 -1.91022
C -3.00490 -1.70506 -0.58042
C -1.14628 -1.87669 -2.20478
N -0.18606 -1.56967 -1.28681
C 1.23469 -1.92562 -1.49283
C 2.16790 -1.38926 -0.39207
N 1.79758 -0.05339 0.13638
C 2.77874 0.65682 0.74399
N 2.68374 1.97111 0.99507
C 1.51032 2.80360 0.97121
C 3.87414 2.48039 1.67345
C 4.80767 1.27230 1.67082
N 3.96514 0.18831 1.14675
C 4.45456 -1.17640 1.31860
H -0.17683 -3.46621 -4.96122
H 0.93822 -3.20544 -3.63388
H 0.50699 -1.84599 -4.71303
H -2.54077 -3.39767 -4.49332
H -2.23412 -1.70845 -4.93749
H -3.98412 -2.71958 -2.71967
H -3.87891 -1.06644 -3.35269
H -3.83794 -1.01172 -0.47381
H -2.27718 -1.48174 0.19774
H -3.37330 -2.72417 -0.43001
H 1.56137 -1.52946 -2.45223
H 1.34828 -3.01280 -1.48084
H 3.15394 -1.34272 -0.85808
H 2.19833 -2.11094 0.41337
H 1.64351 3.67218 0.32171
H 1.28845 3.15502 1.98154
H 0.64314 2.26999 0.59539
H 3.61669 2.81218 2.68170
H 4.27834 3.33175 1.12605
H 5.14160 1.00925 2.67399
H 5.68459 1.40928 1.03726
H 5.22893 -1.13695 2.08202
H 4.89446 -1.57959 0.40614
H 3.66952 -1.82603 1.69200
C 4.70152 2.53223 -1.83346
C 4.54474 1.13758 -2.37394
C 5.35979 0.10511 -1.91447
C 5.29494 -1.15888 -2.47855
Cl 6.29651 -2.42437 -1.85187
C 4.44953 -1.41782 -3.54900
C 3.61956 -0.40477 -4.00243
C 3.64122 0.84213 -3.39413
O 2.79062 1.82327 -3.88919
C 1.81383 2.22408 -2.96879
C 0.73536 1.17197 -2.76590
O 0.43054 0.31295 -3.54108
O 0.10146 1.30322 -1.56323
H 4.41727 3.27593 -2.57547
H 5.73849 2.71683 -1.55717
H 4.08649 2.69647 -0.94478
H 6.09330 0.30157 -1.14215
H 4.46123 -2.38867 -4.02531
H 2.96127 -0.55194 -4.84748
H 1.33299 3.13009 -3.34884
H 2.23695 2.46282 -1.98697
```

Energy in a.u.: -4829.200716
Orbital gap in eV: 6.413
Net charge: +3
LUMO level in Ha: -0.3238
Spin multiplicity: 1
HOMO energy in eV: -15.224

---

No. 5
This record from OMol25 describes a structure of composition C20H32ClF12O10Y in a non-equilibrium geometry. The level of theory is ωB97M-V/def2-TZVPD.

The geometry in XYZ format:
```
76
Properties=species:S:1:pos:R:3
Y -12.30152 17.08672 -14.11935
C -13.65099 19.90992 -19.68321
O -12.69378 19.68765 -20.69337
O -13.13304 19.22623 -18.54735
C -13.91958 21.47002 -19.68297
F -15.06774 21.88554 -19.23002
F -13.04856 22.15198 -18.93208
F -13.77024 21.93202 -20.92764
C -12.98018 18.84536 -21.82215
C -11.81620 18.32588 -22.65371
H -11.11890 17.82871 -21.97940
H -12.29157 17.58317 -23.29441
H -11.27868 19.03165 -23.28699
H -13.72799 19.37177 -22.41526
H -13.45875 17.95797 -21.40788
H -14.62737 19.44910 -19.83298
C -11.29819 22.96601 -11.48870
O -9.95425 23.41611 -11.50331
O -11.17413 21.59976 -11.77416
C -12.17383 23.48207 -10.26114
F -13.42166 23.19487 -10.26726
F -11.49967 23.12272 -9.17311
F -12.22094 24.77211 -10.32735
C -9.53438 24.45786 -10.63049
C -7.97782 24.65940 -10.85335
H -7.70105 24.60233 -11.90608
H -7.73609 25.68011 -10.55701
H -7.33304 23.99521 -10.27785
H -9.57050 24.29801 -9.55288
H -9.97832 25.41013 -10.92067
H -11.64333 23.57017 -12.32773
C -17.54901 15.36344 -14.35671
O -16.78538 14.31077 -14.97863
O -16.50324 16.17653 -13.93537
C -18.69933 15.97008 -15.22661
F -18.80402 15.09380 -16.28905
F -19.86825 16.04129 -14.63181
F -18.35760 17.21959 -15.62259
C -17.07834 12.96254 -14.50766
C -16.50473 11.94462 -15.42014
H -15.57746 12.27455 -15.88855
H -16.37215 11.09439 -14.75110
H -17.08975 11.65080 -16.29165
H -18.14678 12.75183 -14.46138
H -16.71622 12.85660 -13.48504
H -17.99080 14.97128 -13.44067
C -5.53499 17.22550 -15.15611
O -4.95648 18.39055 -14.72340
O -6.93668 17.47819 -14.81624
C -5.15912 16.75541 -16.53916
F -6.08866 16.84587 -17.45590
F -4.23106 17.57649 -17.07464
F -4.78214 15.46812 -16.53388
C -3.57755 18.36158 -14.46588
C -2.81967 19.70333 -14.34950
H -1.75446 19.60622 -14.13976
H -2.97501 20.39502 -15.17748
H -3.15668 20.12243 -13.40141
H -2.90067 17.95459 -15.21708
H -3.39051 17.91437 -13.48961
H -5.13653 16.45815 -14.49242
Cl -11.37315 14.91149 -10.57535
O -11.20103 13.20931 -16.35195
C -10.88831 12.44771 -17.29653
O -10.15266 11.35350 -17.17388
C -9.40059 11.04645 -15.96728
C -10.41485 10.51970 -14.94366
C -11.39445 12.66293 -18.70838
H -8.87226 11.90705 -15.55699
H -8.57062 10.37764 -16.19521
H -9.93868 9.74328 -14.34488
H -11.39213 10.23683 -15.33481
H -10.62017 11.39101 -14.32175
H -11.02962 11.81099 -19.28214
H -10.94988 13.56265 -19.13380
H -12.48388 12.65423 -18.74263
```

Relative energy (zero: lowest compared OMol25 entry of this formula, charge and spin) in kcal/mol: 498.18
Energy in a.u.: -3230.033771
Orbital gap in eV: 2.190
Net charge: -2
LUMO level in Ha: -0.0401
Spin multiplicity: 1
HOMO energy in eV: -3.282

---

No. 6
This record from OMol25 describes the ion C10H10NO4 with charge -1 in a non-equilibrium geometry. The level of theory is ωB97M-V/def2-TZVPD.

The geometry in XYZ format:
```
25
Properties=species:S:1:pos:R:3
C 1.32404 -2.10691 0.40823
C 1.42823 -1.31980 -0.76212
C 0.41125 -1.76520 1.32337
C 0.67491 -0.16278 -0.95693
C -1.46425 2.40363 0.56249
C -1.19318 1.34823 -0.14635
C -1.95385 -1.50645 0.49668
C -0.61654 -0.71559 1.10063
C -0.10228 0.31630 0.16935
C 0.94455 0.61552 -2.14241
N 0.94931 1.09559 0.87283
O -1.77073 -2.17776 -0.51481
O -2.98749 -1.31448 1.07781
O 1.49057 2.02280 0.25965
O 1.41212 0.82550 1.97066
H 1.92242 -2.91992 0.52921
H 2.02299 -1.62227 -1.52508
H 0.30267 -2.40314 2.16223
H -2.26521 3.05190 0.42269
H -0.77592 2.75707 1.25975
H -1.85378 1.02870 -0.96004
H -0.82078 -0.18437 2.02041
H 0.02580 0.97359 -2.70675
H 1.54669 0.17648 -3.04956
H 1.34845 1.58337 -1.87192
```

Energy in a.u.: -742.574831
Orbital gap (alpha / beta) in eV: 5.623 / 6.431
Net charge: -1
LUMO level (alpha / beta) in Ha: 0.1275 / 0.0566
Spin multiplicity: 3
Expectation value of S²: 2.01
HOMO energy (alpha / beta) in eV: -2.155 / -4.892

---

Among the records above, which one has the highest spin multiplicity? C3H4O3Tb

---

Look up the energy of the first one. -249.655033 a.u.

---

Look up the energy of the second one. -1165.962667 a.u.

---

net charge of number 6 (C10H10NO4)? -1